Below is a structure of composition C4H3LiO2Zn in a non-equilibrium geometry, with properties calculated with ωB97M-V/def2-TZVPD.

Results
⟨S²⟩ ... 0.752
E_HOMO (spin up / spin down) ... -11.820 / -11.893 eV
Kohn-Sham gap (spin up / spin down) ... 7.3211 / 6.2701 eV
Total charge ... +1
2S+1 ... 2

Geometry (Å):
Zn: 3.393 0.884 -0.402
O: 1.879 0.080 -0.816
C: 0.637 0.356 -0.393
H: 0.772 -0.709 1.437
H: 0.039 1.022 -1.030
C: -1.305 -0.079 1.095
C: 0.123 -0.152 0.749
C: -2.252 -0.224 0.182
O: -3.060 -0.444 -0.629
Li: 1.416 -0.930 -2.290
H: -1.643 0.197 2.097

Below is the molecule C4H9NO, with properties calculated with ωB97M-V/def2-TZVPD.

Results
SMILES ... CCN(C)C=O
E_HOMO ... -9.343 eV
Kohn-Sham gap ... 10.2326 eV
Total charge ... 0

Geometry (Å):
C: -1.616 -0.182 -0.885
C: -0.305 -0.846 -0.473
N: 0.501 -0.009 0.406
C: 1.591 0.759 -0.152
C: 0.162 0.074 1.717
O: -0.769 -0.521 2.232
H: -2.141 -0.792 -1.628
H: -1.441 0.809 -1.320
H: -2.263 -0.069 -0.010
H: 0.306 -1.085 -1.351
H: -0.514 -1.781 0.056
H: 1.240 1.450 -0.929
H: 2.351 0.100 -0.592
H: 2.066 1.347 0.638
H: 0.831 0.745 2.291

Below is the molecule C2H3IS in a non-equilibrium geometry, with properties calculated with ωB97M-V/def2-TZVPD.

Results
SMILES ... CC(=S)I
E_HOMO ... -8.618 eV
Kohn-Sham gap ... 7.2904 eV
Total charge ... 0

Geometry (Å):
C: 0.076 0.288 -0.639
C: -0.074 -0.339 0.719
S: -1.528 1.243 -1.351
I: 1.760 0.354 -1.709
H: 0.522 0.197 1.347
H: 0.441 -1.385 0.639
H: -1.197 -0.359 0.994

Below is a cluster of 2 separate species, C6H15NO in total in a non-equilibrium geometry, with properties calculated with ωB97M-V/def2-TZVPD.

Results
SMILES ... CC/C=C/NCC.O
E_HOMO ... -8.207 eV
Kohn-Sham gap ... 9.0696 eV
Total charge ... 0

Geometry (Å):
C: -0.288 2.304 -1.133
C: 0.453 1.155 -1.827
C: 0.590 -0.006 -0.934
C: 1.375 -0.077 0.182
N: 1.547 -1.160 1.038
C: 0.452 -1.763 1.785
C: -0.545 -0.810 2.408
H: -0.683 2.972 -1.861
H: 0.367 2.849 -0.394
H: -1.211 1.957 -0.656
H: -0.002 0.835 -2.771
H: 1.390 1.567 -2.211
H: -0.058 -0.929 -1.198
H: 1.950 0.802 0.558
H: 2.232 -0.974 1.675
H: 0.966 -2.343 2.572
H: -0.182 -2.479 1.268
H: -0.299 -0.270 3.321
H: -0.746 0.101 1.842
H: -1.487 -1.475 2.504
H: -1.288 -1.006 -2.277
H: -2.249 -0.283 -1.563
O: -2.283 -0.966 -2.329

Below is a cluster of 3 separate species, C31H52F4N2O11S in total in a non-equilibrium geometry, with properties calculated with ωB97M-V/def2-TZVPD.

Results
SMILES ... CC(=O)OCCCCCCCCC1=CC(=O)C(S(=O)(=O)C(F)(F)F)=C(CC(=O)F)C1=O.COCCNCCOC.COCCNCCOC
E_HOMO ... -8.643 eV
Kohn-Sham gap ... 5.7255 eV
Total charge ... 0

Geometry (Å):
C: -1.642 7.191 -5.111
C: -2.509 7.831 -3.866
O: -3.850 7.874 -3.952
O: -1.759 8.311 -2.660
C: -1.753 7.125 -1.741
C: -1.791 7.557 -0.160
C: -0.349 7.485 0.616
C: 0.355 6.005 0.645
C: -0.428 4.906 1.618
C: -0.262 3.363 1.061
C: 0.766 2.429 1.931
C: 2.346 2.854 1.833
C: 2.895 3.155 0.317
C: 3.433 4.553 0.074
C: 3.978 4.844 -1.463
O: 5.033 5.665 -1.657
C: 3.200 4.044 -2.708
S: 3.024 4.996 -4.311
O: 1.760 4.657 -5.141
O: 4.363 4.865 -5.078
C: 2.864 6.851 -3.880
F: 2.133 7.446 -5.060
F: 4.171 7.546 -3.815
F: 1.994 7.042 -2.695
C: 2.693 2.632 -2.476
C: 1.961 1.783 -3.672
C: 2.292 0.150 -3.635
O: 3.607 -0.169 -3.784
F: 1.257 -0.911 -3.502
C: 2.947 2.064 -0.926
O: 3.225 0.794 -0.622
H: -2.358 6.982 -6.035
H: -0.789 7.893 -5.497
H: -1.196 6.175 -4.731
H: -0.839 6.458 -2.041
H: -2.740 6.481 -1.932
H: -2.564 6.928 0.465
H: -2.138 8.697 -0.112
H: 0.392 8.199 0.013
H: -0.380 7.900 1.710
H: 0.428 5.500 -0.410
H: 1.422 6.156 1.158
H: 0.028 5.038 2.707
H: -1.583 5.154 1.644
H: -1.341 2.864 1.176
H: 0.044 3.286 -0.070
H: 0.643 1.298 1.654
H: 0.461 2.538 3.075
H: 2.998 2.016 2.367
H: 2.488 3.834 2.495
H: 3.456 5.375 0.927
H: 0.787 1.901 -3.496
H: 2.280 2.127 -4.771
C: 0.926 -2.948 0.465
O: 0.287 -3.471 1.621
C: 0.716 -4.795 1.962
C: 1.564 -4.780 3.243
N: 2.869 -4.153 3.016
C: 3.607 -3.851 4.248
C: 2.965 -2.861 5.240
O: 2.894 -1.517 4.758
C: 1.774 -1.249 3.925
H: 0.404 -2.034 0.172
H: 1.967 -2.693 0.678
H: 0.876 -3.655 -0.368
H: 1.244 -5.285 1.134
H: -0.193 -5.376 2.158
H: 1.713 -5.808 3.591
H: 0.994 -4.240 4.007
H: 2.735 -3.283 2.509
H: 4.573 -3.438 3.938
H: 3.821 -4.792 4.769
H: 3.616 -2.822 6.122
H: 1.989 -3.196 5.606
H: 0.893 -1.833 4.205
H: 2.038 -1.422 2.880
H: 1.527 -0.187 4.022
C: -6.171 -6.912 1.422
O: -5.617 -8.138 0.968
C: -5.755 -8.340 -0.444
C: -4.393 -8.223 -1.146
N: -3.905 -6.842 -1.146
C: -2.499 -6.707 -1.541
C: -1.440 -7.401 -0.661
O: -1.300 -6.831 0.642
C: -2.247 -7.296 1.593
H: -6.196 -6.934 2.515
H: -5.552 -6.066 1.113
H: -7.194 -6.781 1.057
H: -6.498 -7.664 -0.888
H: -6.124 -9.363 -0.578
H: -4.489 -8.571 -2.182
H: -3.698 -8.889 -0.625
H: -4.007 -6.455 -0.211
H: -2.279 -5.633 -1.547
H: -2.389 -7.055 -2.575
H: -0.470 -7.257 -1.151
H: -1.582 -8.485 -0.599
H: -2.538 -8.336 1.423
H: -3.122 -6.644 1.596
H: -1.791 -7.225 2.586

Below is the molecule C2H5N3 in a non-equilibrium geometry, with properties calculated with ωB97M-V/def2-TZVPD.

Results
SMILES ... N#CC(N)N
E_HOMO ... -10.006 eV
Kohn-Sham gap ... 10.7475 eV
Total charge ... 0

Geometry (Å):
C: -1.871 -0.266 -0.163
C: -0.514 -0.314 -0.471
N: -2.898 0.104 0.140
N: 0.040 1.161 0.062
N: 0.184 -1.413 0.110
H: -0.140 -0.128 -1.547
H: -0.769 1.738 -0.177
H: 0.189 1.275 1.025
H: 1.263 -1.212 -0.093
H: 0.150 -1.413 1.133

Below is a structure of composition C25H24BN4O3PdS in a non-equilibrium geometry, with properties calculated with ωB97M-V/def2-TZVPD.

Results
E_HOMO ... -3.371 eV
Kohn-Sham gap ... 5.5731 eV
Total charge ... -1

Geometry (Å):
Pd: -0.370 1.477 0.105
C: -4.293 3.364 -0.050
C: -3.118 2.426 0.036
N: -1.881 2.898 0.073
N: -1.556 4.169 0.057
C: -0.246 4.413 0.077
O: 0.649 3.502 0.145
C: 0.124 5.830 0.027
C: -0.864 6.817 0.007
C: -0.525 8.150 -0.012
C: 0.809 8.535 -0.014
C: 1.798 7.565 -0.011
C: 1.466 6.225 0.010
C: -3.250 1.021 0.086
C: -4.495 0.361 -0.045
C: -4.583 -0.998 0.057
C: -3.409 -1.737 0.308
C: -2.214 -1.057 0.395
N: -2.097 0.261 0.281
H: -3.916 4.385 -0.030
H: -4.969 3.217 0.793
H: -4.852 3.214 -0.974
H: -1.899 6.511 0.010
H: -1.302 8.902 -0.024
H: 1.069 9.584 -0.019
H: 2.837 7.861 -0.023
H: 2.229 5.463 0.015
H: -5.369 0.958 -0.243
H: -5.530 -1.508 -0.063
H: -3.442 -2.809 0.414
H: -1.297 -1.612 0.577
C: 2.020 -6.889 -0.672
C: 2.194 -5.751 0.337
C: 1.530 -6.171 1.653
C: 3.701 -5.550 0.567
C: 1.600 -4.439 -0.162
C: 1.007 -4.307 -1.410
C: 0.611 -3.072 -1.925
C: 0.843 -1.947 -1.164
O: 0.681 -0.648 -1.479
B: 1.146 0.089 -0.323
O: 1.511 -0.865 0.704
C: 1.364 -2.078 0.138
C: 1.730 -3.305 0.647
H: 2.472 -7.799 -0.282
H: 2.510 -6.650 -1.613
H: 0.967 -7.086 -0.858
H: 1.982 -7.094 2.012
H: 0.465 -6.335 1.503
H: 1.650 -5.410 2.418
H: 4.167 -6.484 0.880
H: 3.886 -4.806 1.336
H: 4.182 -5.219 -0.351
H: 0.853 -5.176 -2.030
H: 0.173 -2.997 -2.909
H: 2.148 -3.369 1.639
S: 4.121 2.868 0.135
C: 2.926 1.922 -0.201
N: 2.058 1.183 -0.559